1.
Molecular formula: C2H7NS5
Method: DFT, ωB97M-V/def2-TZVPD

CARTESIAN COORDINATES (ANGSTROEM)
C 1.87166 0.33557 -0.58890
C -1.35838 -0.10538 -0.62720
N -0.45251 -0.82857 0.06183
S 1.81408 1.11991 0.91465
S 2.97613 -0.92689 -0.96206
S -1.22072 1.80183 -0.51840
S -3.15441 -0.40128 -0.16173
S -0.33289 -0.64018 1.69386
H 1.33987 0.74925 -1.42651
H -1.26555 -0.30456 -1.69637
H 0.71418 1.84678 0.57429
H 3.40405 -1.13371 0.28743
H -1.83018 1.88299 0.66562
H -3.02066 -1.72125 -0.05213
H 0.51533 -1.67450 1.83560

Values from the calculation:
E_LUMO (alpha / beta) (eV): -0.89 / -0.27
Orbital gap (alpha / beta) (eV): 6.1 / 7.2

2.
Molecular formula: C2H7O
Method: DFT, ωB97M-V/def2-TZVPD

CARTESIAN COORDINATES (ANGSTROEM)
O 0.38145 -2.08655 -1.81617
H -0.57878 -1.96253 -1.77449
C -0.33686 1.14885 0.19070
C 0.34666 -0.11901 0.76680
H -0.56728 1.88863 0.96167
H -1.19353 0.87335 -0.40986
H 0.40826 1.57146 -0.47138
H 0.80592 -0.67204 -0.07040
H 1.09101 0.21868 1.48068
H -0.35685 -0.86084 1.14246

Values from the calculation:
Charge: -1
E_LUMO (eV): 4.38
Orbital gap (eV): 6.5

3.
Molecular formula: C2H7O
Method: DFT, ωB97M-V/def2-TZVPD

CARTESIAN COORDINATES (ANGSTROEM)
O -1.70818 1.51798 0.79755
H -2.35147 1.75119 0.11931
C 0.74833 0.17993 -0.57423
C 0.27445 -0.96307 0.32529
H 0.32485 0.07459 -1.57316
H 1.84236 0.14369 -0.64844
H 0.33271 1.12048 -0.18571
H 1.10497 -1.37007 0.93609
H -0.47354 -0.63856 1.04222
H -0.09449 -1.81616 -0.23894

Values from the calculation:
Charge: -1
E_LUMO (eV): 4.72
Orbital gap (eV): 6.9

4.
Molecular formula: C2H7O2
Method: DFT, ωB97M-V/def2-TZVPD

CARTESIAN COORDINATES (ANGSTROEM)
O -2.11061 1.61572 -0.35898
H -2.87091 1.11951 -0.67440
C 0.22064 -0.94645 -0.00746
O -0.98377 -0.46352 0.41035
C 1.42579 0.02085 0.21326
H 0.48248 -1.86147 0.55471
H 0.21637 -1.10078 -1.10964
H -1.51602 0.80285 0.00250
H 1.52431 0.78730 -0.55253
H 1.26827 0.58379 1.14510
H 2.34345 -0.55779 0.37710

Values from the calculation:
Charge: -1
E_LUMO (eV): 4.73
Orbital gap (eV): 7.8

5.
Molecular formula: C2H7O2P
Method: DFT, ωB97M-V/def2-TZVPD

CARTESIAN COORDINATES (ANGSTROEM)
C 1.91356 1.12599 -0.35886
C -2.57136 -0.16033 -0.04566
O 1.40940 -2.04115 -0.52042
O 1.30893 0.37750 0.68063
P 0.68928 -1.22205 0.51026
H 1.90103 2.22296 -0.03089
H 1.33324 0.99742 -1.29028
H 2.99202 0.74731 -0.41501
H -2.42554 0.58533 0.73506
H -2.58994 0.27507 -0.93288
H -2.25127 -1.23006 0.08120
H 1.33727 -1.76274 1.77884

Values from the calculation:
E_LUMO (alpha / beta) (eV): -1.94 / -0.27
Orbital gap (alpha / beta) (eV): 7.3 / 9.0

6.
Molecular formula: C2H7O2P
Method: DFT, ωB97M-V/def2-TZVPD

CARTESIAN COORDINATES (ANGSTROEM)
C 2.01035 1.15712 0.17565
C -3.06110 -0.74984 0.52707
O 0.49031 -0.89554 -0.23432
O -3.08257 0.23976 -0.15245
P 1.92804 -0.36204 -0.75934
H 0.97498 1.66767 0.22063
H 2.27717 1.00987 1.23905
H 2.73774 1.87271 -0.24785
H -2.15643 -1.35321 0.50475
H -3.97603 -1.18639 1.09339
H 0.31177 -1.79774 -0.42113
H 1.54576 0.39764 -1.94546

Values from the calculation:
E_LUMO (eV): 0.69
Orbital gap (eV): 9.6

7.
Molecular formula: C2H7O3P
Method: DFT, ωB97M-V/def2-TZVPD

CARTESIAN COORDINATES (ANGSTROEM)
C 0.53389 0.75243 -0.59067
C 1.70726 0.01223 0.06841
O -2.16083 1.30688 -0.70028
O -2.18489 -1.33541 -0.18335
O -1.06464 0.71205 1.53699
P -1.03062 0.40406 -0.03351
H 0.61905 0.61576 -1.73472
H 2.55235 0.54492 -0.25358
H 1.67825 -1.01190 -0.37454
H 1.37836 -0.11298 1.12434
H -2.90203 0.69777 -0.85177
H -1.70488 -1.93385 0.50388
H -1.67835 1.23378 2.06229

Values from the calculation:
E_LUMO (eV): 0.19
Orbital gap (eV): 8.4

8.
Molecular formula: C2H7OPS2
Method: DFT, ωB97M-V/def2-TZVPD

CARTESIAN COORDINATES (ANGSTROEM)
C 1.43497 -0.21795 0.82564
C 0.63797 -0.88758 -0.23566
O -2.10016 -0.49110 -1.12325
P -0.92039 0.12761 -0.23973
S -1.70883 0.59470 1.47790
S -0.29720 1.81572 -1.32041
H 1.54322 -0.85606 1.67129
H 2.50954 0.01492 0.58293
H 0.86499 0.65751 1.07479
H 0.57173 -2.05755 -0.15559
H 1.29325 -0.78657 -1.19165
H -2.93134 -0.63837 -0.73171
H -0.89774 2.72474 -0.63456

Values from the calculation:
E_LUMO (eV): 0.61
Orbital gap (eV): 9.5

What did we get for F_max? Answer: 2.1, 1.2, 1.1, 1.2, 4.7, 2.7, 4.1, 3.8 eV/A, in the order shown.
What did we get for ΔE to the lowest compared entry with this formula, charge and spin? Answer: 2.016, 0.154, 0.104, 0.188, 4.163, 1.744, 1.998, 0.331 eV, in the order shown.